{
  "formula": "C8H11P",
  "method": "ωB97M-V with the def2-TZVPD basis set",
  "symbols": ["C", "C", "C", "C", "P", "C", "C", "C", "C", "H", "H", "H", "H", "H", "H", "H", "H", "H", "H", "H"],
  "positions_angstrom": [[-2.838564, 0.182278, -0.557138], [-1.388246, 0.157471, -0.078042], [-0.964276, 1.356889, 0.596497], [0.227343, 1.984908, 0.661040], [1.509964, 1.454435, -0.596023], [1.726879, -0.287775, -0.030788], [3.136076, -0.791872, 0.268375], [0.770063, -1.200172, -0.223136], [-0.594245, -0.955583, -0.430876], [-2.859950, 0.025923, -1.605036], [-3.352447, 1.115863, -0.382586], [-3.398574, -0.475586, 0.029832], [-1.763814, 1.769392, 1.137964], [0.251101, 2.875360, 1.258747], [0.442688, 1.057339, -1.397385], [3.252600, -0.779891, 1.298772], [3.806539, -0.147465, -0.206356], [3.251587, -1.753585, -0.198621], [1.068090, -2.312768, -0.054046], [-1.238103, -1.879893, -0.637673]],
  "forces_ev_per_angstrom": [[1.169, 0.912, 0.844], [1.311, -1.063, -1.751], [1.153, -0.446, 0.034], [-0.233, -0.900, -1.191], [-0.436, -0.016, 1.274], [1.134, 0.097, -0.828], [-2.108, 0.267, -1.405], [0.839, -2.011, 1.336], [-3.906, 0.265, 0.778], [-0.292, -0.625, -0.885], [0.316, 0.671, 0.076], [-1.065, -1.676, 0.387], [-1.024, 0.763, 0.886], [0.529, 0.249, 0.278], [-0.082, 0.080, -0.861], [0.731, -0.301, 1.962], [1.394, 1.091, -0.456], [0.122, -0.636, 0.284], [-0.564, 1.916, -0.476], [1.011, 1.362, -0.287]],
  "molar_mass_g_mol": 138.15,
  "e_above_lowest_kcal_mol": 19.7,
  "e_lumo_ev": 0.2,
  "smiles": "CC1=CC=[PH]=C(C)C=C1",
  "orbital_gap_ev": 8.33
}

=====

{
  "formula": "C4H6N4O",
  "method": "ωB97M-V with the def2-TZVPD basis set",
  "symbols": ["H", "N", "C", "N", "C", "N", "C", "O", "N", "C", "H", "H", "H", "H", "H"],
  "positions_angstrom": [[-2.306818, -1.616386, -2.157946], [-2.670522, -1.283928, -1.274693], [-1.949414, -0.304685, -0.967611], [-0.857897, 0.201231, -1.708852], [0.275979, 0.490346, -1.295762], [0.790728, 0.287688, -0.016977], [2.121588, 0.582885, 0.297447], [2.839314, 1.189493, -0.464541], [0.029372, -0.452055, 0.896077], [0.162587, -0.186717, 2.148310], [-2.260365, 0.268802, -0.076592], [1.034401, 0.898362, -1.938725], [2.464815, 0.171838, 1.266223], [-0.449669, -0.875508, 2.731819], [0.775901, 0.628631, 2.561824]],
  "forces_ev_per_angstrom": [[0.011, -0.685, -0.429], [-0.004, -0.013, -0.487], [0.111, 1.046, 1.194], [-1.648, -0.380, -0.652], [0.909, -0.212, 0.561], [0.198, -0.182, 1.648], [0.348, 0.405, -1.109], [-0.234, -0.303, 0.639], [0.355, 0.473, 0.688], [-0.410, -0.511, -1.508], [0.416, -0.046, -0.344], [0.133, 0.269, -0.317], [-0.226, 0.070, -0.285], [0.362, 0.491, 0.433], [-0.322, -0.422, -0.032]],
  "molar_mass_g_mol": 126.12,
  "e_above_lowest_kcal_mol": 53.0,
  "e_lumo_ev": 0.2,
  "smiles": "[H]/N=C\\N=C/N(C=O)N=C",
  "orbital_gap_ev": 9.73
}

=====

{
  "formula": "C21H56O24P5",
  "method": "ωB97M-V with the def2-TZVPD basis set",
  "symbols": ["C", "C", "O", "O", "H", "H", "H", "C", "O", "P", "O", "O", "C", "O", "C", "H", "H", "H", "H", "H", "H", "H", "H", "H", "C", "O", "P", "O", "O", "C", "O", "C", "H", "H", "H", "H", "H", "H", "H", "H", "H", "C", "O", "P", "O", "O", "C", "O", "C", "H", "H", "H", "H", "H", "H", "H", "H", "H", "C", "O", "P", "O", "O", "C", "O", "C", "H", "H", "H", "H", "H", "H", "H", "H", "H", "C", "O", "P", "O", "O", "C", "O", "C", "H", "H", "H", "H", "H", "H", "H", "H", "H", "O", "C", "O", "C", "C", "C", "H", "H", "H", "H", "H", "H", "H", "H"],
  "positions_angstrom": [[-21.174708, 21.595537, -11.122692], [-22.093176, 21.654904, -12.351013], [-23.283011, 22.010864, -12.194758], [-21.564411, 21.436450, -13.477138], [-21.029476, 20.567867, -10.771537], [-21.642653, 22.179730, -10.324783], [-20.177415, 21.991551, -11.306535], [-21.320077, 16.967570, -16.753722], [-20.396062, 18.036286, -16.900925], [-20.979904, 19.490454, -17.270222], [-22.197368, 19.821861, -16.536353], [-19.729759, 20.456937, -17.135886], [-19.397078, 21.074699, -15.890044], [-21.250499, 19.417490, -18.835960], [-20.209834, 19.192508, -19.777201], [-22.188290, 17.067576, -17.409672], [-21.671045, 16.945439, -15.722853], [-20.853506, 16.021628, -17.027970], [-19.869948, 20.581807, -15.042233], [-19.696628, 22.120197, -15.950704], [-18.312950, 21.071695, -15.750671], [-20.121389, 20.098044, -20.381607], [-20.455913, 18.381938, -20.466445], [-19.270976, 18.947069, -19.279770], [-24.286653, 19.042630, -10.539264], [-23.339280, 18.178564, -11.162325], [-23.349558, 17.818886, -12.708353], [-23.805371, 18.917997, -13.560739], [-24.250728, 16.494124, -12.885841], [-24.087400, 15.402717, -12.008497], [-21.854411, 17.329181, -12.947964], [-20.896651, 18.341087, -13.169306], [-23.683290, 19.831285, -10.092548], [-24.823708, 18.543205, -9.735897], [-24.941550, 19.543949, -11.249704], [-23.245874, 15.481453, -11.314155], [-23.933367, 14.503485, -12.614287], [-24.976170, 15.228914, -11.392188], [-21.168201, 18.955803, -14.031521], [-19.898872, 17.938143, -13.367910], [-20.766035, 18.990331, -12.299063], [-24.304653, 22.201224, -4.622549], [-24.110617, 21.793225, -5.973169], [-25.402751, 21.348727, -6.841784], [-26.612181, 22.168888, -6.664822], [-25.586389, 19.838636, -6.402158], [-26.150874, 18.798426, -7.223676], [-24.798485, 21.241384, -8.320799], [-24.598050, 22.481174, -9.032659], [-23.450021, 21.790320, -4.078310], [-25.137999, 21.733013, -4.092357], [-24.361468, 23.283067, -4.552192], [-26.316998, 19.196505, -8.222209], [-27.054578, 18.446246, -6.734497], [-25.405126, 18.005706, -7.264920], [-25.203985, 23.309436, -8.661723], [-24.730890, 22.287350, -10.094767], [-23.570868, 22.803926, -8.846124], [-24.115358, 25.093950, -11.288341], [-23.718064, 26.176190, -12.132507], [-24.074823, 26.144538, -13.709851], [-23.911780, 24.824754, -14.308526], [-23.171435, 27.352988, -14.269540], [-23.414784, 28.675096, -13.751991], [-25.559674, 26.805574, -13.774165], [-26.248078, 26.592046, -14.997475], [-24.705379, 25.474774, -10.447935], [-23.250004, 24.632423, -10.814493], [-24.693935, 24.348381, -11.829325], [-22.517100, 29.243538, -13.962674], [-23.708120, 28.620943, -12.703290], [-24.296096, 29.082579, -14.253944], [-27.302428, 26.412714, -14.775487], [-25.883725, 25.745566, -15.579871], [-26.236400, 27.474980, -15.645443], [-21.061324, 18.273422, -8.824877], [-20.860346, 17.217928, -7.902762], [-22.040698, 16.378154, -7.251896], [-21.621845, 15.285496, -6.360796], [-23.018833, 17.506806, -6.664903], [-22.644111, 18.285536, -5.543051], [-22.848489, 15.823965, -8.528361], [-24.150627, 15.332043, -8.339720], [-22.071750, 18.670295, -8.905025], [-20.695319, 18.060293, -9.828985], [-20.429208, 19.103450, -8.495809], [-21.578310, 18.513021, -5.501566], [-22.944234, 17.794286, -4.612412], [-23.226485, 19.208142, -5.579206], [-24.190015, 14.600341, -7.525141], [-24.507761, 14.744428, -9.189139], [-24.916662, 16.093386, -8.181816], [-17.127483, 25.914520, -10.228057], [-17.965662, 25.500593, -10.992112], [-18.245670, 26.051373, -12.164748], [-17.466401, 27.154753, -12.618065], [-17.364251, 27.074789, -14.134449], [-18.883638, 24.372653, -10.628976], [-16.465795, 27.130544, -12.191646], [-17.985073, 28.077029, -12.360031], [-16.681216, 27.846309, -14.499177], [-18.329593, 27.216304, -14.616908], [-16.914758, 26.140213, -14.471744], [-19.088781, 24.372949, -9.564403], [-18.422461, 23.444061, -10.963409], [-19.828051, 24.490684, -11.160637]],
  "forces_ev_per_angstrom": [[-0.150, -0.002, 0.559], [-0.063, 0.605, -2.166], [-0.078, -0.167, 1.193], [0.531, -0.265, 1.014], [-0.174, -0.028, 0.007], [0.103, -0.138, 0.151], [-0.058, 0.008, -0.282], [-0.652, -0.212, 0.072], [0.699, 0.466, -0.393], [-0.818, 0.010, 0.692], [0.411, -0.080, -0.301], [-0.100, -0.892, -0.723], [0.207, 0.484, 0.503], [0.143, -0.095, -0.118], [0.168, 0.216, -0.223], [0.008, 0.268, 0.045], [-0.037, -0.118, -0.013], [0.368, 0.147, 0.168], [-0.232, 0.269, -0.017], [-0.294, -0.146, 0.238], [-0.034, -0.318, -0.273], [0.282, -0.025, 0.132], [-0.273, -0.099, 0.275], [0.044, 0.134, -0.095], [0.557, 0.978, 0.036], [0.107, -0.984, 0.146], [-0.694, 1.352, -0.938], [-0.052, -0.921, 0.281], [0.659, 0.674, 0.366], [0.160, -1.094, 0.307], [-0.716, -1.088, 0.381], [1.142, 1.270, -0.396], [-0.159, 0.113, 0.079], [-0.037, -0.375, -0.211], [-0.062, -0.247, -0.165], [0.060, 0.300, -0.199], [0.004, 0.103, 0.063], [-0.110, 0.313, -0.248], [-0.242, 0.105, 0.273], [-0.338, -0.643, 0.027], [-0.366, 0.013, -0.095], [0.529, -0.598, 0.760], [-1.170, -0.322, -0.600], [0.220, 0.036, -0.350], [0.647, -0.070, -0.025], [0.400, -0.022, 0.043], [0.441, 0.457, 0.145], [-0.721, 0.146, 1.243], [0.786, 0.497, -0.048], [0.234, 0.521, -0.065], [-0.429, 0.140, -0.603], [0.007, 0.019, 0.031], [-0.312, -0.211, -0.023], [-0.134, 0.030, -0.189], [-0.096, 0.000, -0.025], [-0.527, -0.380, -0.037], [0.052, 0.030, -0.001], [0.087, -0.233, -0.244], [-0.370, -0.257, 0.659], [-0.326, 0.619, -1.080], [0.445, 0.128, 1.380], [-0.165, 0.830, -0.459], [-0.181, -0.670, 0.308], [-0.797, -0.614, -0.237], [0.744, -0.620, 0.060], [-1.043, 0.091, -0.676], [-0.185, 0.307, -0.304], [0.204, -0.110, -0.558], [0.263, -0.159, -0.041], [-0.036, 0.178, 0.238], [0.572, 0.151, 0.142], [0.256, 0.206, -0.230], [0.113, -0.089, 0.177], [0.223, -0.063, 0.282], [0.340, 0.107, 0.217], [0.580, 1.588, -0.460], [-0.349, -1.120, 0.396], [0.111, -0.343, -0.637], [-0.051, 0.996, -0.062], [0.022, -0.790, -0.593], [-0.379, 0.466, 0.922], [0.214, 0.982, 0.199], [-1.133, -1.217, 0.286], [-0.168, -0.451, 0.224], [-0.211, -0.667, 0.078], [-0.102, -0.043, 0.190], [0.002, -0.081, -0.204], [0.204, -0.236, -0.146], [0.208, -0.012, -0.260], [0.129, 0.322, 0.257], [0.590, 0.308, -0.339], [0.353, 0.281, 0.128], [0.482, 0.172, -0.241], [-0.264, 0.224, 1.468], [-0.208, -0.166, -0.640], [0.287, 0.039, -0.852], [0.286, 0.074, -0.094], [-0.396, 0.162, -0.811], [-0.140, 0.023, 0.317], [0.098, 0.025, 0.342], [-0.145, 0.191, 0.120], [-0.024, -0.125, 0.003], [-0.232, -0.166, 0.161], [0.312, -0.108, 0.081], [-0.097, -0.116, 0.199], [0.044, -0.183, -0.070]],
  "molar_mass_g_mol": 847.52,
  "e_lumo_ev": 2.2,
  "charge": -1,
  "orbital_gap_ev": 6.61
}